P) C6H11P | the ωB97M-V functional and the def2-TZVPD basis

Last column: Mulliken charge in e.
CARTESIAN COORDINATES (ANGSTROEM)
C (-0.562, 0.931, -2.541)  -1.59
C (-0.322, 0.640, -1.130)  -0.06
C (-0.961, -0.786, -0.727)  -0.21
C (-0.306, -1.720, -0.063)  -0.17
C (0.960, -1.718, 0.601)  -0.40
P (1.658, -0.433, 1.411)  0.04
C (0.702, 0.486, 2.724)  -0.90
H (-1.638, 0.862, -2.881)  0.33
H (-0.430, 1.957, -2.699)  0.42
H (0.063, 0.357, -3.063)  0.43
H (-0.843, 1.429, -0.499)  0.24
H (0.740, 0.942, -0.981)  0.25
H (-1.998, -0.890, -1.027)  0.34
H (-0.699, -2.716, -0.224)  0.32
H (2.251, -1.246, 2.345)  0.05
H (1.102, 1.431, 2.885)  0.34
H (0.654, -0.179, 3.556)  0.36
H (-0.371, 0.652, 2.311)  0.21

Computed properties:
Highest occupied orbital energy (alpha / beta) = -7.72 / -7.72 eV
HOMO-LUMO gap (alpha / beta) = 7.060 / 7.060 eV
SMILES = CC/C=C\C#[PH]C


Q) C6H11P | the ωB97M-V functional and the def2-TZVPD basis

Last column: Mulliken charge in e.
CARTESIAN COORDINATES (ANGSTROEM)
C (2.078, -0.610, 0.896)  -0.75
C (0.759, -0.853, 1.101)  -0.08
C (-0.715, -0.400, 1.010)  0.56
C (-1.481, -0.922, 2.188)  -1.19
P (-1.356, 0.328, -0.409)  -0.14
C (0.123, 0.653, -1.448)  -0.44
C (-0.243, 1.607, -2.605)  -1.25
H (2.632, 0.282, 0.716)  0.32
H (2.773, -1.467, 0.950)  0.22
H (0.450, -1.843, 1.535)  0.05
H (-1.225, -0.105, 2.920)  0.28
H (-1.167, -1.942, 2.532)  0.36
H (-2.581, -0.842, 2.070)  0.34
H (0.744, 1.145, -0.741)  0.28
H (0.390, -0.307, -1.808)  0.38
H (-0.952, 1.073, -3.211)  0.38
H (-0.798, 2.555, -2.394)  0.32
H (0.569, 1.649, -3.300)  0.36

Computed properties:
Highest occupied orbital energy = -8.29 eV
HOMO-LUMO gap = 8.498 eV
SMILES = C=C/C(C)=P\CC


Tell me which of them is the least stable. Sure, it is P).


P) C6H11P | the ωB97M-V functional and the def2-TZVPD basis

Last column: Mulliken charge in e.
CARTESIAN COORDINATES (ANGSTROEM)
C (-0.202, -1.367, 2.113)  -0.88
C (0.169, -0.418, 1.282)  0.22
C (0.111, 1.088, 1.250)  -0.79
C (-0.111, 1.550, -0.245)  -0.55
C (0.920, 0.906, -1.149)  -0.75
P (1.357, -0.852, -0.398)  0.05
C (-0.051, -1.622, -1.429)  -1.05
H (0.221, -2.347, 1.982)  0.25
H (-0.893, -1.162, 2.805)  0.35
H (-0.726, 1.348, 1.850)  0.42
H (1.039, 1.287, 1.584)  0.34
H (-1.060, 1.213, -0.758)  0.27
H (-0.024, 2.575, -0.314)  0.37
H (0.457, 0.829, -2.105)  0.34
H (1.874, 1.497, -1.333)  0.39
H (0.078, -2.617, -1.561)  0.42
H (-0.185, -1.186, -2.463)  0.29
H (-1.086, -1.436, -1.035)  0.31

Computed properties:
Highest occupied orbital energy = -8.62 eV
HOMO-LUMO gap = 9.735 eV
SMILES = C=C1CCCP1C


Q) C6H11P | the ωB97M-V functional and the def2-TZVPD basis

Last column: Mulliken charge in e.
CARTESIAN COORDINATES (ANGSTROEM)
C (-2.458, 2.054, -0.616)  -1.04
C (-1.081, 1.885, -1.167)  0.08
C (-0.597, 0.805, -1.695)  -0.19
P (0.121, -0.604, -2.250)  -0.11
H (-2.970, 1.128, -0.496)  0.36
H (-2.984, 2.744, -1.387)  0.27
H (-2.512, 2.803, 0.160)  0.34
H (-0.570, 2.804, -1.098)  0.35
H (-0.157, -0.324, -3.490)  -0.01
C (2.732, -2.102, 1.332)  -0.80
C (1.493, -1.792, 0.880)  0.18
C (0.516, -1.027, 1.638)  -0.92
H (3.144, -1.622, 2.189)  0.26
H (3.570, -2.595, 0.728)  0.23
H (1.228, -1.987, -0.141)  0.17
H (-0.515, -1.107, 1.146)  0.27
H (0.532, 0.085, 1.459)  0.26
H (0.508, -1.146, 2.808)  0.30

Computed properties:
Highest occupied orbital energy = -9.08 eV
HOMO-LUMO gap = 9.311 eV
SMILES = CC=C=P.C=CC


Tell me which of them is the least stable. Sure, it is Q).


P) C17H15NO3 | the ωB97M-V functional and the def2-TZVPD basis

Last column: Mulliken charge in e.
CARTESIAN COORDINATES (ANGSTROEM)
C (3.884, -1.680, 0.564)  -0.93
C (3.032, -2.193, -0.490)  -0.56
N (2.086, -3.091, -0.167)  0.87
O (1.298, -3.606, -1.000)  -0.72
O (2.049, -3.389, 1.069)  -0.69
H (4.583, -0.972, 0.104)  0.30
H (3.317, -1.152, 1.347)  0.17
H (4.470, -2.465, 1.066)  0.33
H (3.154, -1.924, -1.531)  0.53
C (-2.643, 1.948, 4.144)  -0.45
C (-1.250, 2.047, 4.020)  -0.70
C (-0.621, 1.719, 2.820)  -0.46
C (-1.372, 1.280, 1.697)  0.66
C (-0.720, 0.941, 0.454)  1.14
O (-1.581, 0.519, -0.514)  -0.41
C (-1.102, 0.187, -1.767)  0.47
C (0.278, 0.248, -2.057)  0.80
C (0.689, -0.136, -3.362)  -0.60
C (-0.246, -0.539, -4.298)  -0.71
C (-1.612, -0.580, -3.974)  -0.33
C (-2.044, -0.218, -2.703)  -0.72
C (1.145, 0.661, -1.031)  -0.61
C (0.646, 1.019, 0.212)  -0.51
C (-2.777, 1.185, 1.837)  -0.46
C (-3.394, 1.515, 3.040)  -0.53
H (-3.135, 2.205, 5.084)  0.38
H (-0.645, 2.381, 4.863)  0.38
H (0.461, 1.795, 2.724)  0.26
H (1.755, -0.094, -3.585)  0.39
H (0.075, -0.828, -5.299)  0.38
H (-2.339, -0.897, -4.721)  0.38
H (-3.094, -0.243, -2.427)  0.43
H (2.215, 0.712, -1.235)  0.46
H (1.306, 1.363, 1.007)  0.28
H (-3.389, 0.852, 0.997)  0.38
H (-4.480, 1.431, 3.113)  0.37

Computed properties:
Highest occupied orbital energy = -6.00 eV
HOMO-LUMO gap = 3.635 eV


Q) C17H15NO3 | the ωB97M-V functional and the def2-TZVPD basis

Last column: Mulliken charge in e.
CARTESIAN COORDINATES (ANGSTROEM)
N (-4.516, -0.588, 1.935)  -0.64
C (-3.776, 0.598, 2.485)  -0.19
C (-3.300, 1.442, 1.241)  0.17
O (-4.334, 2.236, 0.647)  -0.58
C (-1.981, 2.286, 1.581)  -1.39
C (-0.770, 1.319, 1.270)  0.79
C (-0.278, 0.407, 2.298)  -0.40
C (0.828, -0.496, 1.942)  -0.96
C (1.359, -0.428, 0.575)  0.39
C (0.850, 0.489, -0.443)  0.25
C (-0.238, 1.395, -0.098)  -0.73
C (1.369, 0.552, -1.914)  0.52
O (0.916, 1.353, -2.701)  -0.63
C (2.463, -0.468, -2.307)  0.33
C (2.906, -0.490, -3.693)  -0.51
C (3.918, -1.484, -4.081)  -0.43
C (4.451, -2.392, -3.055)  -0.40
C (3.999, -2.354, -1.669)  -0.66
C (2.976, -1.377, -1.288)  0.11
C (2.494, -1.406, 0.186)  0.63
O (2.946, -2.179, 1.005)  -0.64
H (-5.509, -0.470, 2.137)  0.23
H (-4.161, -1.413, 2.417)  0.22
H (-2.893, 0.212, 3.070)  0.11
H (-4.397, 1.219, 3.181)  0.33
H (-2.984, 0.684, 0.465)  0.31
H (-4.630, 1.746, -0.140)  0.37
H (-1.948, 2.624, 2.647)  0.42
H (-1.917, 3.201, 0.934)  0.35
H (-0.763, 0.412, 3.299)  0.42
H (1.211, -1.217, 2.702)  0.38
H (-0.665, 2.125, -0.830)  0.38
H (2.493, 0.192, -4.475)  0.38
H (4.278, -1.524, -5.138)  0.35
H (5.210, -3.172, -3.311)  0.33
H (4.393, -3.035, -0.875)  0.38

Computed properties:
Highest occupied orbital energy = -9.13 eV
HOMO-LUMO gap = 8.124 eV
SMILES = NC[C@@H](O)Cc1ccc2c(c1)C(=O)c1ccccc1C2=O


Tell me which of them is the least stable. Sure, it is P).


P) C2H6N4O2 | the ωB97M-V functional and the def2-TZVPD basis

Last column: Mulliken charge in e.
CARTESIAN COORDINATES (ANGSTROEM)
C (0.045, -1.507, 0.060)  0.09
C (1.164, -0.722, 0.023)  -0.38
N (-1.144, -0.928, -0.269)  -0.48
N (-0.021, 1.277, -0.193)  -0.11
N (1.133, 0.620, -0.310)  0.14
N (-1.099, 0.790, 0.490)  -0.02
O (2.200, 1.385, 0.123)  -0.46
O (-2.240, 1.352, -0.037)  -0.34
H (0.256, -2.617, 0.404)  0.24
H (2.098, -1.280, 0.393)  0.24
H (-2.000, -1.249, 0.165)  0.29
H (-0.286, 1.848, -1.005)  0.14
H (2.469, 1.234, 1.026)  0.34
H (-1.959, 1.813, -0.925)  0.33

Computed properties:
Highest occupied orbital energy (alpha / beta) = -7.68 / -7.69 eV
HOMO-LUMO gap (alpha / beta) = 8.470 / 8.471 eV


Q) C2H6N4O2 | the ωB97M-V functional and the def2-TZVPD basis

Last column: Mulliken charge in e.
CARTESIAN COORDINATES (ANGSTROEM)
H (3.409, -0.052, -0.318)  0.22
N (2.382, 0.051, -0.242)  -0.61
C (1.738, -1.011, 0.063)  0.02
N (0.382, -1.099, 0.257)  -0.62
C (-0.469, -0.140, -0.053)  0.42
N (-0.481, 1.157, -0.225)  -0.12
O (0.479, 2.176, 0.152)  -0.34
N (-1.747, -0.576, -0.485)  -0.23
O (-2.862, -0.016, 0.101)  -0.47
H (2.238, -1.826, 0.507)  0.38
H (-1.497, 1.672, -0.041)  0.33
H (1.164, 1.756, -0.207)  0.34
H (-1.907, -1.710, -0.686)  0.31
H (-2.832, -0.384, 1.178)  0.36

Computed properties:
Highest occupied orbital energy = -8.94 eV
HOMO-LUMO gap = 9.255 eV
SMILES = [H]/N=C/N=C(NO)NO


Tell me which of them is the least stable. Sure, it is P).